No. 1
Molecular formula: C5H9N
Method: DFT, ωB97M-V with the def2-TZVPD basis set

Values from the calculation:
Strongest force on any atom in Eh/bohr: 0.03052
Kohn-Sham gap (spin up / spin down) in eV: 9.1 / 8.0
E in Ha: -250.3338
Highest occupied orbital energy (spin up / spin down) in eV: -14.087 / -14.566
Relative energy (zero: lowest compared OMol25 entry of this formula, charge and spin) in kcal per mole: 21.8
2S+1: 2
<S²>: 0.76
Charge: +1

Positions of all 15 atoms, in Å:
N (0.43592, -0.82748, -2.31051)
C (0.62359, -0.43427, -1.03538)
C (1.93333, -0.38279, -0.51569)
C (-1.41904, 1.02374, 1.83275)
C (-0.53737, 0.14891, 1.05083)
C (-0.52092, -0.01246, -0.28436)
H (-0.38393, -1.39293, -2.49654)
H (1.26092, -1.23370, -2.73778)
H (2.74193, -0.02777, -1.13977)
H (2.13772, -0.65507, 0.51154)
H (-2.03758, 1.68819, 1.22845)
H (-2.11432, 0.41997, 2.42508)
H (-0.87838, 1.61514, 2.56314)
H (0.05873, -0.48382, 1.69943)
H (-1.30060, 0.55434, -0.79119)

Atoms 1-3, force components in eV/Å:
N 0.865 -0.513 0.766
C -0.903 -1.035 -0.759
C 0.230 0.202 0.079

***

No. 2
Molecular formula: C5H9N2
Method: DFT, ωB97M-V with the def2-TZVPD basis set

Values from the calculation:
Strongest force on any atom in Eh/bohr: 0.08471
Kohn-Sham gap in eV: 9.3
E in Ha: -304.9311
Highest occupied orbital energy in eV: -14.621
Relative energy (zero: lowest compared OMol25 entry of this formula, charge and spin) in kcal per mole: 187.6
2S+1: 1
Charge: +1

Positions of all 16 atoms, in Å:
C (2.42456, -1.47034, -0.18681)
C (1.08994, -1.93162, -0.44232)
C (-1.86185, 0.73936, -0.04947)
C (0.19853, 1.30088, 0.56920)
C (-2.71139, 1.75053, 0.02006)
N (1.34716, -0.46546, -0.57057)
N (1.09708, 0.59558, 0.19544)
H (2.61727, -1.52645, 0.83646)
H (3.25510, -1.31339, -0.82678)
H (0.78787, -2.37386, -1.35165)
H (0.61595, -2.26562, 0.51538)
H (-1.25927, 0.48841, 0.81168)
H (-1.63701, 0.02478, -0.76588)
H (-3.31443, 2.01938, -0.78387)
H (0.07633, 2.14470, 1.11552)
H (-2.72584, 2.28313, 0.91362)

Atoms 1-3, force components in eV/Å:
C 0.119 2.280 -0.782
C -1.738 0.098 1.793
C 0.299 0.520 0.746

***

No. 3
Molecular formula: C5H9N2
Method: DFT, ωB97M-V with the def2-TZVPD basis set

Values from the calculation:
Strongest force on any atom in Eh/bohr: 0.12864
Kohn-Sham gap (spin up / spin down) in eV: 8.8 / 8.8
E in Ha: -304.9375
Highest occupied orbital energy (spin up / spin down) in eV: -14.804 / -14.803
Relative energy (zero: lowest compared OMol25 entry of this formula, charge and spin) in kcal per mole: 183.6
2S+1: 1
Charge: +1

Positions of all 16 atoms, in Å:
C (-0.96858, -1.77591, 0.68956)
C (-1.55020, -0.61416, 0.32385)
C (-2.94046, -0.04065, 0.65536)
C (2.13195, 1.14006, -0.71703)
C (1.81907, -0.26018, -0.01933)
N (-0.47278, 0.17213, -0.19560)
N (0.50336, -0.53074, -0.07275)
H (-0.87485, -2.73275, 1.16446)
H (-2.63128, 0.73107, 1.44706)
H (-3.66038, -0.70892, 1.06217)
H (-3.41858, 0.44900, -0.15788)
H (2.92664, 1.66779, -0.19692)
H (2.37999, 1.04423, -1.91181)
H (1.23673, 1.68065, -0.48070)
H (2.34720, -0.24514, 0.93633)
H (2.32700, -1.03708, -0.63242)

Atoms 1-3, force components in eV/Å:
C 0.962 2.369 -1.311
C -0.688 -1.405 0.456
C 2.658 1.033 1.071